Molecular formula: C5H14
Method: DFT, wB97M-V/def2-TZVPD

Computed properties:
total charge	+1
2S+1	2
largest force on an atom	0.0650	Eh/bohr
HOMO (spin up / spin down)	-14.93 / -14.88	eV
calculated total energy	-5400.0371	eV
energy relative to the best compared isomer or geometry (same formula, charge and spin)	24.6	kcal per mole
LUMO level (spin up / spin down)	-0.121 / -0.405	Ha
frontier orbital gap (spin up / spin down)	11.64 / 3.86	eV

```
19
Properties=species:S:1:pos:R:3:lowdin_charge:R:1
C 1.244 -1.387 -2.238 -0.176
C -1.638 0.813 1.747 -0.029
C -0.239 -1.530 -2.409 -0.147
C -0.170 0.553 1.422 -0.125
C 0.767 1.724 1.887 -0.001
H -0.625 -1.270 -3.327 0.039
H 0.039 2.600 1.945 0.130
H 1.478 2.021 1.111 0.108
H -0.859 -0.867 -1.687 0.077
H -0.094 0.270 0.320 0.161
H -1.931 1.379 2.624 0.109
H 0.391 -0.434 1.831 0.279
H 1.660 -0.428 -2.136 0.039
H -2.204 -0.072 1.779 0.093
H -1.986 1.333 0.873 0.126
H 1.768 -1.837 -3.066 0.074
H 1.168 1.556 2.897 0.118
H 1.663 -1.860 -1.360 0.060
H -0.431 -2.562 -2.214 0.064
```



Molecular formula: C20H27BF2N4OPtS
Method: DFT, wB97M-V/def2-TZVPD

Computed properties:
2S+1	3
largest force on an atom	0.0404	Eh/bohr
HOMO (spin up / spin down)	-6.08 / -7.19	eV
calculated total energy	-49381.0048	eV
energy relative to the best compared isomer or geometry (same formula, charge and spin)	28.0	kcal per mole
LUMO level (spin up / spin down)	-0.004 / -0.053	Ha
frontier orbital gap (spin up / spin down)	5.97 / 5.75	eV

```
57
Properties=species:S:1:pos:R:3:lowdin_charge:R:1
Pt 0.291 0.610 0.326 1.189
S -1.496 1.581 2.661 1.014
F -2.094 2.150 -0.004 0.087
F -2.670 0.111 0.659 0.140
O 0.306 -1.393 -0.102 -0.274
N -0.012 3.487 1.431 0.006
N 0.618 2.676 0.566 -0.115
N -1.358 4.185 3.160 0.098
N 1.998 1.028 -1.031 -0.018
C -0.729 -2.740 1.559 -0.141
C 2.546 0.169 -1.871 -0.136
C -0.744 -2.079 0.295 -0.313
C 3.368 1.929 -3.253 -0.068
C 2.810 2.830 -2.385 -0.024
C 3.247 0.561 -2.994 -0.063
C -0.884 3.158 2.384 -0.673
C -1.886 -2.231 -0.537 -0.145
C -2.046 -1.680 -1.943 -0.356
C -2.963 -3.556 1.182 -0.087
C 2.098 2.370 -1.250 -0.243
C 1.682 4.720 -0.435 -0.028
C -2.038 -2.847 -2.947 -0.062
C -1.832 -3.457 1.976 -0.050
C 0.713 -1.252 2.984 -0.081
C 0.473 -2.673 2.477 -0.365
C -2.972 -2.949 -0.056 -0.064
C 1.719 -3.241 1.797 -0.060
C 1.446 3.234 -0.335 -0.266
C -1.045 -0.624 -2.405 -0.075
B -1.709 1.043 0.703 -1.190
H -1.816 -3.936 2.944 0.105
H -1.349 -0.237 -3.377 0.083
H -2.772 -3.600 -2.674 0.068
H -0.167 -0.884 3.507 0.055
H 0.251 -3.301 3.348 0.128
H 1.994 -2.624 0.946 0.065
H -1.006 0.220 -1.706 0.036
H 3.879 2.276 -4.140 0.108
H -3.829 -4.098 1.528 0.094
H 2.552 -3.274 2.496 0.073
H -3.858 -3.021 -0.671 0.113
H -3.043 -1.223 -1.975 0.139
H 2.412 -0.877 -1.621 0.113
H -0.752 4.971 3.346 0.107
H 1.043 5.159 -1.205 0.099
H 2.870 3.886 -2.586 0.099
H 1.524 -4.252 1.444 0.083
H 2.718 4.906 -0.704 0.082
H -1.935 3.886 3.927 0.089
H 0.930 -0.575 2.138 0.016
H 0.162 4.487 1.334 0.142
H 1.563 -1.226 3.663 0.079
H -0.052 -1.052 -2.498 0.067
H -1.058 -3.315 -2.973 0.084
H 1.505 5.248 0.503 0.065
H -2.277 -2.490 -3.947 0.074
H 3.673 -0.172 -3.659 0.099
```



What did the first record say?
Molecular formula: C5H14
Method: DFT, wB97M-V/def2-TZVPD

Computed properties:
total charge	+1
2S+1	2
largest force on an atom	0.0650	Eh/bohr
HOMO (spin up / spin down)	-14.93 / -14.88	eV
calculated total energy	-5400.0371	eV
energy relative to the best compared isomer or geometry (same formula, charge and spin)	24.6	kcal per mole
LUMO level (spin up / spin down)	-0.121 / -0.405	Ha
frontier orbital gap (spin up / spin down)	11.64 / 3.86	eV

```
19
Properties=species:S:1:pos:R:3:lowdin_charge:R:1
C 1.244 -1.387 -2.238 -0.176
C -1.638 0.813 1.747 -0.029
C -0.239 -1.530 -2.409 -0.147
C -0.170 0.553 1.422 -0.125
C 0.767 1.724 1.887 -0.001
H -0.625 -1.270 -3.327 0.039
H 0.039 2.600 1.945 0.130
H 1.478 2.021 1.111 0.108
H -0.859 -0.867 -1.687 0.077
H -0.094 0.270 0.320 0.161
H -1.931 1.379 2.624 0.109
H 0.391 -0.434 1.831 0.279
H 1.660 -0.428 -2.136 0.039
H -2.204 -0.072 1.779 0.093
H -1.986 1.333 0.873 0.126
H 1.768 -1.837 -3.066 0.074
H 1.168 1.556 2.897 0.118
H 1.663 -1.860 -1.360 0.060
H -0.431 -2.562 -2.214 0.064
```



Which value of calculated total energy does entry 2 give? -49381.0048 eV